Below is C50H40FeNO3S2 as an isolated structure in a non-equilibrium geometry, with properties calculated with ωB97M-V/def2-TZVPD.

The geometry in XYZ format:
```
97
Properties=species:S:1:pos:R:3:mulliken_charge:R:1
Fe -0.39 0.27 2.86 1.249
C -2.77 -3.33 4.47 -0.740
C -2.18 -3.32 5.73 -0.735
C -0.96 -2.72 5.93 -0.740
C -0.30 -2.08 4.87 0.803
C -0.97 -2.01 3.65 0.391
C -2.14 -2.67 3.42 -0.380
C 1.07 -1.58 4.96 0.955
C 2.01 -2.18 5.82 -1.154
C 3.33 -1.81 5.74 -0.854
C 3.72 -0.82 4.82 1.170
C 5.06 -0.43 4.63 -0.817
C 5.38 0.53 3.72 -0.820
C 4.37 1.16 2.97 -0.484
C 3.06 0.81 3.13 -0.946
C 2.70 -0.21 4.03 0.268
N 1.41 -0.62 4.12 -0.153
H -3.70 -3.84 4.30 0.450
H -2.68 -3.83 6.55 0.424
H -0.51 -2.73 6.91 0.480
H -2.59 -2.69 2.44 0.415
H 1.70 -2.96 6.50 0.436
H 4.08 -2.27 6.36 0.472
H 5.82 -0.92 5.23 0.445
H 6.41 0.82 3.57 0.424
H 4.64 1.94 2.27 0.539
H 2.27 1.32 2.59 0.579
C 5.23 4.01 -2.75 -1.562
C 4.40 3.03 -1.99 0.928
C 4.91 1.79 -1.62 -0.989
C 4.13 0.88 -0.93 -0.697
C 2.82 1.20 -0.63 1.032
C 2.29 2.44 -0.96 -0.501
C 3.08 3.34 -1.64 -0.745
S 1.83 -0.09 0.16 -0.367
O 0.69 0.61 0.88 0.497
C 1.17 -0.80 -1.38 1.405
C 1.86 -1.99 -1.70 -1.128
C 1.51 -2.72 -2.79 -1.379
C 0.44 -2.29 -3.62 0.976
C 0.01 -3.07 -4.72 -1.030
C -1.05 -2.68 -5.48 -0.733
C -1.71 -1.47 -5.19 -1.074
C -1.31 -0.69 -4.15 -0.613
C -0.23 -1.08 -3.32 0.892
C 0.15 -0.32 -2.17 -0.899
C -0.66 0.87 -1.84 -0.223
C -0.63 2.05 -2.62 0.608
C 0.29 2.24 -3.66 -0.517
C 0.24 3.36 -4.45 -0.878
C -0.72 4.36 -4.20 -0.847
C -1.60 4.23 -3.16 -0.976
C -1.58 3.08 -2.34 1.008
C -2.48 2.93 -1.26 -1.354
C -2.47 1.80 -0.50 -0.974
C -1.58 0.77 -0.82 1.137
S -1.61 -0.75 0.14 1.186
O -2.03 -0.26 1.50 -1.088
C -3.08 -1.46 -0.61 0.176
C -2.87 -2.45 -1.56 -0.393
C -3.96 -3.04 -2.17 -1.063
C -5.26 -2.66 -1.83 1.017
C -6.43 -3.34 -2.45 -1.517
C -5.44 -1.66 -0.88 -0.847
C -4.36 -1.06 -0.26 -0.381
H 6.28 3.76 -2.68 0.403
H 5.07 5.02 -2.39 0.393
H 4.94 3.99 -3.80 0.304
H 5.93 1.54 -1.88 0.427
H 4.54 -0.08 -0.65 0.509
H 1.28 2.67 -0.68 0.484
H 2.67 4.30 -1.91 0.493
H 2.66 -2.31 -1.05 0.631
H 2.02 -3.64 -3.03 0.448
H 0.53 -3.99 -4.93 0.472
H -1.38 -3.28 -6.32 0.462
H -2.54 -1.17 -5.81 0.497
H -1.83 0.23 -3.94 0.584
H 1.05 1.49 -3.84 0.618
H 0.93 3.49 -5.26 0.516
H -0.76 5.23 -4.84 0.444
H -2.32 5.00 -2.94 0.508
H -3.19 3.72 -1.06 0.471
H -3.14 1.67 0.33 0.578
H -1.87 -2.75 -1.81 0.670
H -3.81 -3.81 -2.91 0.412
H -6.14 -4.30 -2.87 0.398
H -6.85 -2.73 -3.25 0.296
H -7.22 -3.50 -1.72 0.409
H -6.44 -1.35 -0.62 0.443
H -4.50 -0.30 0.50 0.366
C -1.27 3.32 3.90 -0.599
O -1.08 1.96 4.29 -0.461
H -0.79 3.99 4.61 0.312
H -2.33 3.56 3.83 0.292
H -0.81 3.45 2.92 0.215
H -1.44 1.86 5.17 0.243
```

Values from the calculation:
energy = -4269.3745 Eh
total charge = +2
spin multiplicity = 6
energy relative to the best compared isomer or geometry (same formula, charge and spin) = 39.4 kcal per mole